ORCA calculation (wB97M-V/def2-TZVPD) on a single C5H8O molecule.

The calculation puts the relative energy (zero: lowest compared OMol25 entry of this formula, charge and spin) at 208.82 kJ/mol. The calculation puts the HOMO-LUMO gap at 11.2 eV. Its SMILES is C1CC1[C@H]1CO1.

Positions of all 14 atoms, in Å:
C (-1.71091, -0.29580, -0.31875)
C (-1.22748, 1.12408, -0.35205)
C (-0.41521, 0.07123, 0.35070)
C (0.87414, -0.40521, -0.22841)
C (2.13268, -0.35170, 0.51791)
O (1.42538, -1.57354, 0.36464)
H (-1.65936, -0.87120, -1.23973)
H (-2.55702, -0.54358, 0.31510)
H (-1.73935, 1.86016, 0.26078)
H (-0.85871, 1.51271, -1.29827)
H (-0.42135, 0.09050, 1.43857)
H (0.93487, -0.38652, -1.32055)
H (3.08223, -0.29792, -0.01508)
H (2.14010, 0.06678, 1.52513)



ORCA calculation (wB97M-V/def2-TZVPD) on 2 unconnected molecules or ions with the total composition H2N2O2S2 at a distorted geometry.

The calculation puts the relative energy (zero: lowest compared OMol25 entry of this formula, charge and spin) at 61.80 kJ/mol. The calculation puts the HOMO-LUMO gap at 9.9 eV.

Positions of all 8 atoms, in Å:
N (1.79264, -1.32605, 0.09917)
N (-1.32471, 0.34192, -0.51986)
O (-1.67672, -1.69249, 0.82537)
O (1.36814, 1.41666, 0.06118)
S (-1.19841, -1.18459, -0.41052)
S (2.29175, -0.00745, 0.22132)
H (0.55449, 1.53229, -0.44617)
H (-1.80717, 0.91971, 0.16952)



ORCA calculation (wB97M-V/def2-TZVPD) on a single CH4Cl2N2OS2 molecule at a distorted geometry.

The calculation puts the relative energy (zero: lowest compared OMol25 entry of this formula, charge and spin) at 154.89 kJ/mol. The calculation puts the HOMO-LUMO gap at 8.6 eV.

Positions of all 12 atoms, in Å:
C (-0.41337, 1.38270, 0.41293)
N (-0.49899, -0.01458, 0.02615)
N (1.48891, -1.70283, -1.05928)
O (-1.24015, 1.79465, 1.48233)
S (-0.56240, -2.78437, 0.65561)
S (0.56323, -1.26882, 0.44774)
Cl (1.08243, -0.85935, -2.50471)
Cl (3.16441, -1.54088, -0.62577)
H (-2.16150, 1.77682, 1.19669)
H (0.61310, 1.57031, 0.73181)
H (-0.62438, 1.98198, -0.48856)
H (-1.41130, -0.33563, -0.27496)



ORCA calculation (wB97M-V/def2-TZVPD) on a molecular structure, C19H23N7PtS.

As for the spin multiplicity: 5. As for the total charge: +4. The calculation puts the relative energy (zero: lowest compared OMol25 entry of this formula, charge and spin) at 0.00 kJ/mol. The calculation puts the HOMO-LUMO gap (spin up / spin down) at 7.5 / 5.7 eV. As for the expectation value of S²: 6.077.

Positions of all 51 atoms, in Å:
Pt (0.79118, -0.69771, -0.56394)
N (-0.03475, 1.11581, -4.64571)
C (0.55978, 0.81810, -3.49350)
N (0.06219, -0.04303, -2.63265)
C (-1.13477, -0.64919, -2.94195)
N (-1.75477, -1.45487, -2.04022)
N (-1.11271, -1.55657, -0.89599)
C (-1.69648, -2.06960, 0.15653)
C (-1.01925, -1.93034, 1.41883)
C (-1.62169, -2.37677, 2.58514)
C (-1.01334, -2.11041, 3.81472)
C (0.16505, -1.39711, 3.82035)
C (0.73109, -0.98651, 2.60486)
N (0.17326, -1.24500, 1.43188)
C (-1.80287, -0.41392, -4.16607)
C (-3.01883, -1.03008, -4.53650)
C (-3.58873, -0.70536, -5.73530)
C (-2.98114, 0.24544, -6.60251)
C (-1.79964, 0.86922, -6.27444)
C (-1.20957, 0.53980, -5.06024)
H (0.40332, 1.81168, -5.24594)
H (1.49130, 1.32344, -3.27483)
H (-2.68779, -2.50912, 0.08048)
H (-2.56419, -2.90802, 2.53554)
H (-1.47019, -2.44263, 4.73815)
H (0.66153, -1.13862, 4.74649)
H (1.65072, -0.41690, 2.59682)
H (-3.48348, -1.74525, -3.87383)
H (-4.51889, -1.16896, -6.03683)
H (-3.46574, 0.48317, -7.54176)
H (-1.34583, 1.59554, -6.93740)
C (4.04164, -4.89060, -0.08774)
N (4.28666, -3.83919, -1.05921)
C (4.76072, -4.20516, -2.38155)
C (3.91329, -2.48278, -0.76964)
S (2.46273, -2.09174, -1.61381)
N (4.69388, -1.78275, -0.01247)
C (4.40970, -0.37932, 0.31746)
C (5.97436, -2.27048, 0.55361)
H (4.92642, -5.53165, -0.02970)
H (3.21974, -5.51653, -0.45590)
H (3.79085, -4.47621, 0.88430)
H (4.07709, -4.94196, -2.81662)
H (5.73040, -4.70499, -2.26327)
H (4.86127, -3.33342, -3.01992)
H (3.65532, 0.02290, -0.35213)
H (5.33395, 0.18532, 0.20550)
H (4.08674, -0.31303, 1.35603)
H (6.14821, -3.31441, 0.32032)
H (5.94529, -2.13455, 1.63390)
H (6.77815, -1.66265, 0.13928)



ORCA calculation (wB97M-V/def2-TZVPD) on a molecular structure, C33H32N2O2P2Pd at a distorted geometry.

The calculation puts the HOMO-LUMO gap at 6.2 eV.

Positions of all 72 atoms, in Å:
Pd (-0.92018, 0.27825, -0.99295)
C (0.85322, 0.76655, 1.72545)
C (1.92422, 0.20435, 0.80525)
P (1.51122, 0.51415, -0.97915)
C (1.52092, 2.33665, -1.08285)
C (2.48172, 3.13585, -0.47575)
C (2.42362, 4.50955, -0.61645)
C (1.41192, 5.09365, -1.36285)
C (0.47452, 4.29955, -2.00285)
C (0.53182, 2.92455, -1.86815)
C (3.07502, 0.09995, -1.80495)
C (3.39872, 0.77955, -2.98305)
C (4.47882, 0.38555, -3.74535)
C (5.24282, -0.70655, -3.36325)
C (4.91962, -1.39645, -2.20555)
C (3.83942, -1.00905, -1.43795)
P (-0.84418, 0.12465, 1.36425)
C (-0.93048, -1.67915, 1.65965)
C (-0.09868, -2.45235, 2.45415)
C (-0.35588, -3.80475, 2.61715)
C (-1.46458, -4.38735, 2.02495)
C (-2.30068, -3.62155, 1.22665)
C (-2.02238, -2.28315, 1.03335)
C (-1.71898, 0.74995, 2.82115)
C (-1.41158, 2.02065, 3.30615)
C (-2.04978, 2.50805, 4.42845)
C (-3.02618, 1.75005, 5.05615)
C (-3.36608, 0.50305, 4.55455)
C (-2.71728, 0.00125, 3.44285)
H (0.77362, 1.84675, 1.55725)
H (1.10072, 0.58815, 2.77935)
H (2.00972, -0.87385, 0.96315)
H (2.89732, 0.66245, 1.01165)
H (3.28652, 2.68565, 0.09215)
H (3.18022, 5.12555, -0.15075)
H (1.36742, 6.16945, -1.45495)
H (-0.29228, 4.75395, -2.61045)
H (-0.18168, 2.28315, -2.39675)
H (2.80152, 1.62905, -3.28665)
H (4.72792, 0.92555, -4.64615)
H (6.08252, -1.02085, -3.96405)
H (5.51222, -2.24695, -1.90235)
H (3.59522, -1.56505, -0.54445)
H (0.75132, -1.99975, 2.94155)
H (0.31422, -4.40055, 3.22145)
H (-1.67678, -5.43545, 2.18655)
H (-3.16498, -4.06265, 0.74895)
H (-2.65988, -1.67765, 0.39225)
H (-0.68898, 2.63295, 2.79115)
H (-1.78298, 3.48485, 4.80775)
H (-3.53048, 2.13735, 5.92755)
H (-4.13748, -0.08525, 5.03145)
H (-2.97668, -0.97695, 3.06025)
N (-3.16808, 0.58395, -1.34725)
N (-3.07858, 1.98455, -1.57635)
C (-2.46868, 2.76855, -0.50415)
O (-2.95878, 3.86075, -0.29765)
O (-1.47258, 2.23105, 0.04165)
H (-3.44468, 0.12435, -2.21615)
H (-3.85708, 0.35415, -0.61805)
H (-3.95988, 2.41195, -1.86445)
C (-0.67448, -4.48095, -2.10895)
C (0.33212, -3.82975, -1.41875)
C (0.28212, -2.45605, -1.26255)
C (-0.76108, -1.68855, -1.77385)
C (-1.76138, -2.36395, -2.47025)
C (-1.71338, -3.74165, -2.64115)
H (-0.64938, -5.55665, -2.22145)
H (1.16402, -4.38525, -1.01055)
H (1.10452, -1.97575, -0.73545)
H (-2.58608, -1.83035, -2.93165)
H (-2.49768, -4.23595, -3.19825)



ORCA calculation (wB97M-V/def2-TZVPD) on a molecular structure, C62H53BF2GeN7O2Ti at a distorted geometry.

As for the total charge: +1. The calculation puts the relative energy (zero: lowest compared OMol25 entry of this formula, charge and spin) at 48.18 kJ/mol. The calculation puts the HOMO-LUMO gap at 7.3 eV.

Positions of all 129 atoms, in Å:
Ti (0.54925, -0.11254, 1.92371)
C (5.72015, 0.29882, 3.51646)
C (4.66063, -0.12800, 2.55470)
C (4.79151, -0.86803, 1.39821)
C (3.50805, -0.99462, 0.85767)
N (2.64121, -0.34156, 1.65352)
N (3.36257, 0.17637, 2.69544)
B (2.70792, 1.11398, 3.73891)
N (1.93346, 2.19587, 2.96393)
N (0.65764, 1.95352, 2.53616)
C (0.23690, 3.08122, 1.94257)
C (1.25629, 4.02689, 1.94887)
C (2.32137, 3.42509, 2.60237)
C (3.67278, 3.97194, 2.91831)
C (-1.15272, 3.25420, 1.50627)
C (-1.45810, 3.91874, 0.32357)
C (-2.78056, 4.10287, -0.04228)
C (-3.80518, 3.63641, 0.77067)
C (-3.50600, 2.99476, 1.96337)
C (-2.18275, 2.80870, 2.33162)
N (1.66448, 0.36565, 4.58278)
N (0.64436, -0.32732, 3.98851)
C (-0.15350, -0.75585, 4.98556)
C (0.34858, -0.31256, 6.20350)
C (1.49488, 0.40783, 5.90971)
C (2.41579, 1.12160, 6.84325)
C (-1.34753, -1.62193, 4.85884)
C (-1.19422, -2.99892, 4.73065)
C (-2.30752, -3.82619, 4.72503)
C (-3.57814, -3.28173, 4.85621)
C (-3.73382, -1.90901, 4.99599)
C (-2.62101, -1.08084, 4.99877)
C (3.16850, -1.78851, -0.34493)
C (4.21433, -2.31132, -1.11388)
C (3.96445, -3.11719, -2.21052)
C (2.65963, -3.43883, -2.56049)
C (1.61321, -2.92512, -1.81277)
C (1.86660, -2.09648, -0.72998)
H (6.69316, -0.00691, 3.13903)
H (5.72693, 1.38105, 3.64734)
H (5.57028, -0.15154, 4.49817)
H (5.71048, -1.27194, 1.01349)
H (3.54318, 1.58841, 4.44337)
H (1.20941, 5.03744, 1.57662)
H (3.71924, 5.01977, 2.63162)
H (3.89171, 3.89641, 3.98383)
H (4.45000, 3.43246, 2.37434)
H (-0.66140, 4.27159, -0.32265)
H (-3.01061, 4.60234, -0.97104)
H (-4.83739, 3.77944, 0.47819)
H (-4.30349, 2.64613, 2.60775)
H (-1.93582, 2.33575, 3.27555)
H (-0.06766, -0.50424, 7.17869)
H (2.02354, 1.04553, 7.85472)
H (3.41730, 0.69094, 6.82884)
H (2.49892, 2.17669, 6.58440)
H (-0.19858, -3.42234, 4.65576)
H (-2.18168, -4.89703, 4.62683)
H (-4.44848, -3.92534, 4.85269)
H (-4.72266, -1.48274, 5.10881)
H (-2.73800, -0.00974, 5.11832)
H (5.24012, -2.08810, -0.86051)
H (4.79340, -3.49816, -2.79316)
H (2.46142, -4.07463, -3.41376)
H (0.58845, -3.16606, -2.07161)
H (1.02369, -1.69091, -0.19235)
F (-4.67921, -0.46834, 0.77360)
C (-3.53089, -1.13949, 0.92501)
C (-2.40734, -0.45494, 1.34620)
C (-1.22004, -1.14013, 1.53481)
C (-1.16317, -2.52069, 1.26462)
C (-2.31715, -3.15129, 0.81981)
F (-2.31654, -4.47261, 0.56459)
C (-3.51259, -2.48592, 0.64018)
C (0.09146, -3.20761, 1.60127)
C (0.40578, -4.53723, 1.33258)
C (1.60845, -5.04883, 1.78552)
C (2.46727, -4.23653, 2.51387)
C (2.10494, -2.92201, 2.70348)
N (0.96452, -2.40919, 2.24065)
H (-2.48237, 0.61429, 1.47837)
H (-4.39565, -3.01366, 0.30638)
H (-0.27364, -5.15909, 0.77391)
H (1.86613, -6.07919, 1.57780)
H (3.40156, -4.60663, 2.91155)
H (2.74659, -2.24564, 3.25568)
O (-1.33398, 1.06784, -1.00365)
C (-0.15194, 0.92753, -0.89965)
O (0.42649, 0.58189, 0.29155)
C (0.83143, 1.09284, -2.02412)
C (0.46841, 0.19759, -3.21951)
Ge (-0.99160, 0.71448, -4.44775)
C (-2.75106, -0.04004, -4.09422)
C (-3.67163, -0.00247, -5.14439)
C (-4.95121, -0.51781, -4.98923)
C (-5.32423, -1.08930, -3.78002)
C (-4.41635, -1.14201, -2.73203)
C (-3.13735, -0.61916, -2.88512)
C (-1.07826, 2.65464, -4.58851)
C (0.07901, 3.39160, -4.85636)
C (0.03384, 4.77497, -4.96730)
C (-1.17685, 5.44039, -4.82185)
C (-2.33408, 4.72034, -4.55926)
C (-2.28356, 3.33707, -4.43141)
C (-0.36905, -0.05618, -6.13379)
C (-0.28273, -1.44693, -6.23014)
C (0.24669, -2.05159, -7.36146)
C (0.69851, -1.26963, -8.41773)
C (0.60782, 0.11260, -8.34165)
C (0.07653, 0.71450, -7.20611)
H (1.82927, 0.85148, -1.65680)
H (0.81833, 2.14916, -2.30980)
H (0.26806, -0.81648, -2.86710)
H (1.33773, 0.11949, -3.87496)
H (-3.38334, 0.42717, -6.09879)
H (-5.65464, -0.47806, -5.81147)
H (-6.32084, -1.49463, -3.65591)
H (-4.70745, -1.58595, -1.78742)
H (-2.44707, -0.64509, -2.05051)
H (1.02770, 2.87959, -4.99092)
H (0.93702, 5.33222, -5.18305)
H (-1.21865, 6.51771, -4.92038)
H (-3.27999, 5.23905, -4.45692)
H (-3.19282, 2.78158, -4.22627)
H (-0.65221, -2.06794, -5.41829)
H (0.29902, -3.13147, -7.42618)
H (1.11385, -1.73770, -9.30120)
H (0.94635, 0.72350, -9.16948)
H (-0.00218, 1.79577, -7.16434)



ORCA calculation (wB97M-V/def2-TZVPD) on a molecular structure, C3H3ErO3 at a distorted geometry.

As for the spin multiplicity: 4. As for the total charge: +4. The calculation puts the relative energy (zero: lowest compared OMol25 entry of this formula, charge and spin) at 152.89 kJ/mol. The calculation puts the HOMO-LUMO gap (spin up / spin down) at 7.2 / 5.7 eV. As for the expectation value of S²: 3.752.

Positions of all 10 atoms, in Å:
C (-0.73731, 0.24660, 0.07347)
C (-1.08792, -1.15983, 0.05635)
O (-1.32929, 1.31410, 0.12187)
H (-1.59309, -1.51802, -0.84893)
H (-1.48723, -1.57195, 0.99262)
H (-0.78247, 2.13171, 0.07860)
O (0.51076, -1.47673, -0.06181)
C (0.89509, -0.25936, -0.05690)
Er (3.65248, 2.01221, -0.33933)
O (1.95898, 0.28127, -0.01594)



ORCA calculation (wB97M-V/def2-TZVPD) on 2 unconnected molecules or ions with the total composition C6H11F3N2O at a distorted geometry.

The calculation puts the relative energy (zero: lowest compared OMol25 entry of this formula, charge and spin) at 584.64 kJ/mol. The calculation puts the HOMO-LUMO gap (spin up / spin down) at 7.4 / 7.4 eV.

Positions of all 23 atoms, in Å:
C (1.74768, 0.65086, 0.14544)
C (-1.05957, 1.10031, -1.60162)
C (-1.73369, -1.03628, -0.39789)
C (-1.10125, 0.95156, 0.88190)
C (0.59782, -0.15372, -0.28278)
C (-0.80364, 0.22415, -0.33541)
N (0.55148, -1.46120, 1.72582)
N (2.95378, 0.00904, -0.27525)
O (1.69646, 1.76879, 0.63023)
F (1.05586, -1.32966, -0.92400)
F (3.20736, -1.20776, 0.35313)
F (4.03902, 0.69857, 0.13335)
H (-0.42630, 1.87916, -1.93576)
H (-2.06389, 1.50010, -1.57188)
H (-1.16674, 0.34609, -2.34853)
H (-2.80138, -0.83379, -0.26551)
H (-1.59107, -1.75845, 0.38974)
H (-1.52692, -1.49087, -1.34244)
H (-1.38152, 0.40715, 1.76763)
H (-2.02461, 1.50286, 0.61000)
H (-0.40979, 1.70453, 1.12738)
H (0.82270, -2.32435, 1.21920)
H (1.41822, -1.14708, 2.29726)